Density functional theory data (ωB97M-V/def2-TZVPD) for a structure of composition C17H25CdN7O6P2 in a non-equilibrium geometry.

The geometry in XYZ format:
```
58
Properties=species:S:1:pos:R:3:forces:R:3
Cd 0.0164 0.0724 -0.1149 0.1 1.7 -1.1
N 1.1961 0.3649 4.3311 0.4 0.5 -0.4
C 0.2460 0.7403 3.4638 0.4 0.1 -1.1
N 0.7960 0.8843 2.2354 -1.0 -1.1 1.3
C 2.0852 0.4975 2.4372 -1.1 0.8 -0.2
N 2.3971 0.2849 3.6776 -0.3 -1.2 1.8
C 3.0876 0.2839 1.4061 1.1 0.0 -0.2
C 4.4135 0.2229 1.8553 0.1 0.0 -0.7
N 5.4319 0.0737 1.0170 -0.2 0.0 -0.2
C 5.1154 -0.0571 -0.2747 -0.2 0.0 0.2
C 3.7903 -0.1093 -0.7027 0.2 0.2 -0.2
N 2.7726 0.0845 0.1268 -0.2 -0.1 0.7
H 1.1107 0.1508 5.3311 0.2 0.3 -0.9
H -0.8066 0.8401 3.7293 0.4 0.0 -0.3
H 4.6167 0.2948 2.9113 0.1 0.1 0.1
H 5.9373 -0.1075 -0.9806 -0.1 -0.1 0.0
H 3.5345 -0.2884 -1.7435 0.1 0.0 0.1
C 0.6298 -0.8582 -3.4824 0.4 0.4 0.8
N -0.0667 0.2698 -2.8432 0.1 -0.7 -0.3
C -1.5101 0.1722 -3.1173 0.5 0.5 0.2
C 0.4979 1.5841 -3.1886 0.1 -0.5 0.5
C 0.2302 2.6223 -2.1106 -0.1 0.3 0.2
C 0.1360 3.9667 -2.4753 0.0 -0.1 0.4
C -0.1557 4.9232 -1.5055 0.0 0.0 -0.5
C -0.2880 4.5648 -0.1815 -0.1 -0.3 0.3
C -0.1189 3.2181 0.1968 -0.1 1.3 -0.7
C 0.1054 2.2449 -0.7666 0.1 -1.1 0.4
H 0.4160 -0.8898 -4.5592 0.2 -0.2 0.0
H 0.3210 -1.7941 -2.9841 0.0 0.3 -0.4
H 1.7230 -0.7447 -3.2973 -0.7 -0.1 -0.3
H -1.7457 0.2317 -4.2034 0.2 0.0 0.4
H -1.9970 1.0059 -2.5953 -0.1 -0.3 -0.1
H -1.8714 -0.7754 -2.7066 -0.1 0.2 -0.1
H 0.0632 1.9273 -4.1239 0.1 0.2 -0.5
H 1.5958 1.4745 -3.3315 -0.6 0.0 0.1
H 0.3113 4.3035 -3.4908 -0.2 -0.2 -0.2
H -0.3064 5.9499 -1.8136 0.1 0.1 0.1
H -0.5539 5.3430 0.5344 0.1 -0.3 0.1
H -0.1621 2.9952 1.2503 -0.1 -0.3 0.1
N -2.6335 -3.3053 2.4102 -0.2 0.1 0.1
C -2.3547 -2.5905 1.1067 0.4 0.9 0.4
C -3.1836 -3.1662 -0.0029 -0.6 -1.3 -0.5
P -2.8123 -0.8189 1.3688 -0.2 1.9 -1.8
O -4.4168 -0.8136 1.0890 -0.1 -0.1 0.2
O -2.5313 -0.4504 2.7785 0.3 -0.7 0.5
O -2.2577 -0.0183 0.1966 0.0 -0.9 1.2
P -0.5102 -2.8769 0.7219 0.0 -0.3 -0.3
O 0.3239 -2.1775 1.9746 -0.5 -1.1 -0.3
O -0.2565 -4.3386 0.7661 -0.5 0.1 0.7
O -0.2710 -2.1279 -0.5509 0.3 0.6 0.4
H -3.5650 -3.7536 2.3892 0.5 0.3 0.2
H -2.5526 -2.6038 3.1742 -0.2 -0.1 -0.3
H -1.9041 -4.0063 2.5055 0.1 -0.6 0.2
H -4.2906 -3.1566 0.2103 1.1 0.2 -0.1
H -2.8691 -4.2153 -0.1742 -0.2 0.4 -0.1
H -2.9793 -2.6087 -0.9234 -0.2 -0.1 0.2
H -4.6808 0.0141 0.6445 0.3 -0.5 0.2
H 0.7505 -2.9534 2.4051 -0.1 0.8 -0.3
```
Forces are in eV/Å.

Values from the calculation:
Maximum force: 0.050 hartree/bohr
Electronic energy: -63897.57651 eV
Lowest unoccupied orbital energy: -0.119 eV
HOMO: -7.2 eV

---

Density functional theory data (ωB97M-V/def2-TZVPD) for a structure of composition C20H19BrN7O5RuS in a non-equilibrium geometry.

The geometry in XYZ format:
```
54
Properties=species:S:1:pos:R:3:forces:R:3
Ru -0.0491 -2.1047 0.6315 -0.3 2.2 0.9
Br 2.3735 5.6724 6.9889 0.0 0.0 0.0
C 2.5897 5.3812 5.1477 0.0 0.0 0.0
C 2.8705 4.0956 4.6922 0.0 0.0 0.0
C 3.0151 3.8725 3.3390 0.0 0.1 0.0
C 2.8853 4.9433 2.4470 -0.1 -0.3 0.2
C 2.6727 6.2369 2.9185 0.0 0.0 -0.1
C 2.4933 6.4538 4.2703 0.0 0.0 0.1
N 3.0534 4.8123 1.0573 0.5 0.4 0.1
N 2.8204 3.7710 0.4478 -0.2 0.1 -0.7
C 1.9510 2.7619 0.7553 -0.4 -0.5 0.5
C 0.6822 3.0066 1.3289 0.5 0.3 -0.3
C -0.2360 2.0047 1.5001 -0.1 -0.6 -0.1
C 0.0652 0.6864 1.0908 1.1 1.0 -0.1
O -0.7503 -0.2891 1.2141 0.0 -2.3 -0.4
C 1.3425 0.4357 0.4749 -0.8 0.0 0.3
N 1.5598 -0.8448 0.1059 -0.5 -0.5 0.2
C 2.6939 -1.1621 -0.4936 0.2 0.1 -0.2
C 3.6821 -0.2055 -0.7475 0.0 -0.2 0.0
C 3.4791 1.0995 -0.3679 -0.1 0.1 0.1
C 2.2755 1.4447 0.2720 0.2 0.5 0.1
H 2.9855 3.2858 5.3988 0.0 0.0 0.0
H 3.2637 2.8810 2.9839 0.0 0.0 0.0
H 2.6340 7.0533 2.2091 0.0 0.0 0.0
H 2.2995 7.4476 4.6480 0.0 0.0 0.0
H 0.4375 4.0160 1.6323 0.0 0.0 0.0
H -1.2031 2.1956 1.9460 0.0 0.0 0.0
H 2.8170 -2.1985 -0.7797 0.0 0.0 0.0
H 4.5931 -0.5085 -1.2435 0.0 0.0 0.0
H 4.2224 1.8614 -0.5630 0.0 0.0 0.0
C -5.0549 -2.2027 -2.7103 0.0 0.0 0.0
C -4.2740 -3.2127 -3.5466 0.1 0.1 0.0
C -3.5700 -2.5492 -4.7280 0.0 0.0 0.0
C -3.2984 -4.0300 -2.6946 0.0 0.0 0.0
N -2.1232 -3.2566 -2.2543 0.1 -0.1 0.0
C -0.8544 -3.2670 -2.7548 -0.6 0.0 -0.2
N -0.1219 -2.4575 -2.0584 0.0 0.0 0.0
N -0.9575 -1.9988 -1.1012 -0.1 -0.8 0.1
N -2.1691 -2.4944 -1.1991 0.5 0.2 -0.5
H -5.7496 -1.6499 -3.3433 0.0 0.0 0.0
H -4.3916 -1.4773 -2.2354 0.0 0.0 0.0
H -5.6292 -2.6962 -1.9251 0.0 0.0 0.0
H -4.9757 -3.9526 -3.9397 0.0 0.0 0.0
H -2.9347 -1.7225 -4.3984 0.0 0.0 0.0
H -4.3029 -2.1355 -5.4197 0.0 0.0 0.0
H -2.9529 -3.2585 -5.2860 0.0 0.0 0.0
H -2.8964 -4.8710 -3.2567 0.0 0.0 0.0
H -3.7586 -4.4107 -1.7855 0.0 0.0 0.0
H -0.5407 -3.8705 -3.5892 0.0 0.1 0.0
O -1.4828 -3.3998 1.3257 0.1 0.0 0.0
S -0.6662 -4.6527 1.0125 -0.2 -0.3 -0.2
O -0.4768 -5.5161 2.1190 0.0 0.1 0.0
O 0.7056 -3.8105 0.7208 0.1 0.2 0.0
O -1.0432 -5.2135 -0.2565 0.0 0.1 0.0
```
Forces are in eV/Å.

Values from the calculation:
Maximum force: 0.047 hartree/bohr
Electronic energy: -125166.13400 eV
Lowest unoccupied orbital energy (spin up / spin down): -6.443 / -6.440 eV
Energy above the lowest of the compared OMol25 structures with the same formula, charge and spin: 50.0 kJ/mol
HOMO (spin up / spin down): -10.8 / -10.8 eV
Charge: +1

---

Density functional theory data (ωB97M-V/def2-TZVPD) for a structure of composition C24H42N2O3P2Ru.

The geometry in XYZ format:
```
74
Properties=species:S:1:pos:R:3:forces:R:3
Ru -0.0579 -0.4290 0.7580 0.3 0.1 0.0
C 0.9388 -0.7076 3.7972 -0.1 0.1 0.0
O 0.3008 0.1922 2.8523 0.0 -0.2 0.1
C 0.5649 1.5846 3.1490 0.0 -0.1 0.2
C -0.1922 2.4074 2.1512 0.0 0.1 -0.2
O 0.1223 1.9615 0.8185 -0.1 0.2 0.1
C 1.3244 2.5358 0.2687 -0.1 0.1 0.1
C 1.8062 1.5657 -0.7674 0.1 -0.2 -0.1
O 1.9284 0.2526 -0.1812 0.1 0.1 0.0
C 3.1870 0.0269 0.4912 -0.1 0.0 -0.1
H 0.6085 -0.4627 4.8043 0.0 0.0 0.0
H 2.0215 -0.6147 3.7203 0.0 0.0 0.0
H 0.6229 -1.7181 3.5519 0.0 0.0 0.0
H 1.6443 1.7473 3.1019 0.0 0.0 0.0
H 0.2237 1.8048 4.1620 0.0 0.0 0.0
H 0.0332 3.4678 2.2713 0.0 0.0 0.0
H -1.2643 2.2727 2.2742 0.0 0.0 0.0
H 2.0603 2.6842 1.0616 0.0 0.0 0.0
H 1.1025 3.5034 -0.1835 0.0 0.0 0.0
H 2.7544 1.8773 -1.2063 0.0 0.0 0.0
H 1.0736 1.4706 -1.5694 0.0 0.0 0.0
H 3.9976 0.0651 -0.2346 0.0 0.0 0.0
H 3.1395 -0.9644 0.9367 0.0 0.0 0.0
H 3.3517 0.7720 1.2702 0.0 0.0 0.0
C -3.0325 1.1412 -1.2371 0.1 0.0 -0.1
P -2.3394 -0.2423 -0.3013 -0.1 -0.3 0.1
C -2.4814 -1.6604 -1.5109 0.2 0.1 0.2
N -3.4150 -1.7162 -2.3751 -0.2 0.1 -0.1
C -3.5987 -2.6497 -3.3035 0.1 -0.2 -0.1
C -4.7112 -2.7175 -4.1657 0.1 0.1 0.2
C -4.8216 -3.7670 -5.0290 0.1 -0.2 -0.1
C -3.8509 -4.8041 -5.0683 -0.2 0.0 -0.1
C -2.7639 -4.7970 -4.2470 0.1 0.1 0.2
C -2.5972 -3.7250 -3.3463 -0.1 0.1 0.0
N -1.6142 -3.6046 -2.4642 0.1 -0.3 -0.1
C -1.4462 -2.7102 -1.5792 0.1 0.1 0.1
P 0.1483 -2.5738 -0.5901 -0.2 0.2 -0.1
C 1.3305 -2.2660 -1.9375 -0.1 -0.1 -0.1
C 0.5116 -4.2685 0.0663 0.1 0.0 0.0
C 1.6834 -4.0504 1.0400 0.0 0.0 0.0
C 0.9391 -5.2250 -1.0496 0.0 -0.1 0.1
C -0.7033 -4.8080 0.8176 0.0 -0.1 0.0
C -3.5758 -0.6679 1.0238 -0.2 0.1 -0.1
C -4.8647 -1.2489 0.4388 0.0 0.0 0.0
C -3.8760 0.6458 1.7616 0.0 0.0 0.0
C -2.9397 -1.6668 1.9845 0.0 0.0 0.2
H -4.0766 0.9450 -1.4779 0.0 0.0 0.0
H -2.4686 1.2868 -2.1581 0.0 0.0 0.0
H -2.9546 2.0469 -0.6380 0.0 0.0 0.0
H -5.4541 -1.9331 -4.1136 0.0 0.0 0.0
H -5.6710 -3.8157 -5.6976 0.0 0.0 0.0
H -3.9802 -5.6185 -5.7689 0.0 0.0 0.0
H -2.0167 -5.5786 -4.2715 0.0 0.0 0.0
H 2.3431 -2.3061 -1.5351 0.0 0.0 0.0
H 1.1733 -1.2754 -2.3599 0.0 0.0 0.0
H 1.2221 -3.0217 -2.7149 0.0 0.0 0.0
H 2.5538 -3.6025 0.5534 0.0 0.0 0.0
H 2.0025 -5.0199 1.4271 0.0 0.0 0.0
H 1.3939 -3.4345 1.8953 0.0 0.0 0.0
H 1.8870 -4.9406 -1.5051 0.0 0.0 0.0
H 0.1859 -5.3253 -1.8327 0.0 0.0 0.0
H 1.0762 -6.2130 -0.6048 0.0 0.0 0.0
H -1.0074 -4.1543 1.6359 0.0 0.1 0.0
H -0.4322 -5.7679 1.2613 0.0 0.0 0.0
H -1.5566 -4.9859 0.1612 0.0 0.0 0.0
H -5.3117 -0.6027 -0.3186 0.0 0.0 0.0
H -5.5969 -1.3533 1.2421 0.0 0.0 0.0
H -4.7095 -2.2398 0.0100 0.0 0.0 0.0
H -4.4364 1.3506 1.1491 0.0 0.0 0.0
H -2.9709 1.1380 2.1236 0.0 0.0 0.0
H -4.4880 0.4149 2.6354 0.0 0.0 0.0
H -2.6943 -2.6108 1.4985 0.0 -0.1 0.0
H -3.6419 -1.8887 2.7918 0.0 0.0 -0.1
H -2.0472 -1.2602 2.4758 0.1 0.0 0.0
```
Forces are in eV/Å.

Values from the calculation:
Maximum force: 0.006 hartree/bohr
Electronic energy: -55823.03062 eV
Lowest unoccupied orbital energy (spin up / spin down): -9.614 / -12.328 eV
HOMO (spin up / spin down): -16.6 / -17.9 eV
Charge: +3
<S²>: 8.767
2S+1: 6

---

Density functional theory data (ωB97M-V/def2-TZVPD) for the molecule C3H10N2O in a non-equilibrium geometry.

The geometry in XYZ format:
```
16
Properties=species:S:1:pos:R:3:forces:R:3
N 0.0143 1.9927 -0.7122 -0.7 -0.3 1.1
C -1.0180 1.4876 0.2510 0.9 0.6 -1.2
C -1.1250 -0.0969 0.2183 -0.7 1.1 -0.5
N -0.0220 -0.7885 -0.3757 0.1 -0.7 1.6
C 0.9371 -1.3928 0.5018 0.9 0.0 1.0
O 1.8891 -2.0009 -0.3139 0.0 -1.2 -1.4
H 0.7782 1.3420 -0.5671 0.3 0.2 -0.7
H -0.3605 1.8881 -1.6452 0.3 -0.2 -0.2
H -0.7740 2.0117 1.1863 -0.3 -0.8 0.1
H -1.9452 1.8841 -0.1564 -0.3 0.1 0.5
H -2.0474 -0.2635 -0.3425 0.1 -0.3 -0.2
H -1.3569 -0.4940 1.2085 0.4 -0.1 0.1
H 0.2466 -0.8669 -1.3325 -0.5 0.2 -0.4
H 0.5477 -2.1928 1.1869 -0.3 0.6 -0.6
H 1.4003 -0.6542 1.1802 0.0 0.1 -0.1
H 2.8359 -1.8560 -0.2874 -0.3 0.7 0.8
```
Forces are in eV/Å.

Values from the calculation:
Maximum force: 0.035 hartree/bohr
Electronic energy: -8299.42191 eV
Lowest unoccupied orbital energy: 0.846 eV
SMILES: NCCNCO
Energy above the lowest of the compared OMol25 structures with the same formula, charge and spin: 200.9 kJ/mol
HOMO: -8.5 eV